{
  "formula": "C12H38BrN10O6",
  "method": "ωB97M-V/def2-TZVPD",
  "symbols": ["Br", "C", "C", "C", "O", "C", "N", "H", "H", "H", "H", "H", "H", "H", "H", "H", "H", "H", "C", "C", "C", "O", "C", "N", "H", "H", "H", "H", "H", "H", "H", "H", "H", "H", "H", "C", "O", "N", "N", "H", "H", "H", "H", "C", "O", "N", "N", "H", "H", "H", "H", "C", "O", "N", "N", "H", "H", "H", "H", "C", "O", "N", "N", "H", "H", "H", "H"],
  "coordinates": [[-1.456, -30.937, -1.981], [-2.156, -26.272, -2.823], [-3.395, -27.145, -2.715], [-3.654, -27.902, -4.026], [-4.208, -27.204, -5.206], [-3.320, -26.502, -6.020], [-3.210, -28.010, -1.529], [-2.096, -25.447, -3.533], [-1.285, -26.927, -2.835], [-2.101, -25.763, -1.861], [-4.251, -26.492, -2.542], [-4.331, -28.717, -3.770], [-2.692, -28.322, -4.318], [-2.602, -26.030, -5.349], [-3.757, -25.795, -6.725], [-2.656, -27.198, -6.532], [-2.458, -28.677, -1.629], [-4.093, -28.500, -1.507], [-3.892, -34.241, -2.370], [-2.678, -34.848, -2.998], [-2.116, -34.181, -4.273], [-1.077, -34.981, -4.663], [-0.465, -34.525, -5.914], [-1.678, -34.664, -1.927], [-4.230, -34.697, -1.440], [-4.703, -34.269, -3.099], [-3.688, -33.214, -2.066], [-2.852, -35.923, -3.049], [-1.822, -33.149, -4.080], [-2.898, -34.195, -5.032], [-1.142, -34.657, -6.758], [0.359, -35.225, -6.053], [-0.062, -33.512, -5.899], [-1.784, -33.685, -1.705], [-0.695, -34.689, -2.159], [2.376, -30.177, -0.325], [3.451, -29.968, 0.224], [1.626, -31.220, -0.089], [1.712, -29.254, -0.989], [0.718, -31.240, -0.530], [1.942, -31.964, 0.518], [0.817, -29.445, -1.417], [2.217, -28.390, -1.125], [-3.960, -31.503, -5.681], [-4.765, -31.414, -6.582], [-4.366, -31.827, -4.449], [-2.695, -31.090, -5.587], [-3.743, -31.816, -3.654], [-5.303, -31.523, -4.226], [-2.304, -30.775, -6.463], [-2.091, -31.110, -4.777], [1.124, -29.477, -5.512], [1.919, -29.486, -6.444], [1.384, -29.662, -4.268], [-0.158, -29.310, -5.560], [2.359, -29.765, -4.027], [0.657, -29.835, -3.589], [-0.813, -29.119, -4.816], [-0.561, -29.501, -6.466], [-5.342, -30.903, -0.254], [-6.377, -30.728, 0.389], [-4.314, -31.553, 0.194], [-5.132, -30.778, -1.486], [-3.371, -31.359, -0.113], [-4.436, -31.836, 1.156], [-4.198, -30.929, -1.841], [-5.856, -30.556, -2.154]],
  "e_homo_ev": -6.76,
  "gap_ev": 9.275,
  "e_above_lowest_ev": 3.485,
  "total_charge": -1,
  "fmax_ev_per_a": 8.7
}